# 1
C3H8N3 | ωB97M-V/def2-TZVPD

Structure (XYZ):
```
14
Properties=species:S:1:pos:R:3:forces:R:3:nbo_charge:R:1
C 0.8366 1.2449 -0.2282 -0.18 -1.34 0.88 0.26
C -1.3348 1.7071 -0.4962 1.64 -0.35 -0.39 -0.05
C -1.2089 0.3803 -0.2286 2.19 2.23 0.46 -0.03
N -0.0200 2.2286 -0.5123 -1.06 -3.74 0.66 -0.45
N 0.1286 0.1228 0.0449 -0.33 2.69 -1.58 -0.48
N 0.7573 -2.4919 0.7656 0.34 -0.59 0.81 -1.10
H 1.9363 1.2651 -0.2201 -0.81 0.36 0.17 0.26
H -2.1469 2.2990 -0.8262 -0.62 0.33 -0.02 0.26
H 0.2089 -2.6781 -0.0696 0.20 -0.71 0.11 0.37
H -1.8474 -0.4086 -0.2892 -2.02 -1.70 0.19 0.24
H 0.2662 3.1364 -0.6276 0.51 2.61 -0.54 0.44
H 0.4648 -0.7798 0.3743 0.77 -0.86 0.33 0.47
H 0.3383 -2.9854 1.5574 -0.72 0.55 -0.23 0.39
H 1.6212 -3.0406 0.7556 0.07 0.53 -0.87 0.40
```
Forces are in eV/Å.

Properties
HOMO energy, eV: -14.5
Spin multiplicity: 1
ΔE to the lowest compared entry with this formula, charge and spin, kcal per mole: 7.0
Calculated total energy, hartree: -283.15262
E_LUMO, eV: -3.11
Total charge: +1

***

# 2
C3H13N3O | ωB97M-V/def2-TZVPD

Structure (XYZ):
```
20
Properties=species:S:1:pos:R:3:forces:R:3:nbo_charge:R:1
N -1.9220 -1.9715 -0.6141 -0.06 0.10 0.33 -0.85
C -1.2146 -0.9467 -1.4141 -0.35 -1.58 -0.79 -0.23
C -1.0767 0.3666 -0.7050 0.85 -0.11 0.17 -0.23
N 0.0381 0.3023 0.2487 -0.21 0.73 0.58 -0.67
C 0.1839 1.5351 1.0880 0.14 -0.88 -1.19 -0.06
N 1.4640 2.2035 0.8916 0.42 -0.68 0.42 -0.82
H -2.1226 -1.6757 0.3335 0.00 0.12 -0.09 0.35
H -1.4153 -2.8422 -0.5419 0.11 0.08 -0.09 0.36
H -0.2584 -1.3760 -1.7315 0.27 0.46 0.34 0.20
H -1.7592 -0.8904 -2.3644 -0.15 0.63 0.19 0.19
H -2.0251 0.6005 -0.2054 -0.08 0.24 -0.17 0.17
H -0.7877 1.1497 -1.4010 -0.43 0.16 -0.23 0.20
H -0.1020 -0.4929 0.8547 0.03 -0.20 0.05 0.36
H -0.5761 2.2465 0.7789 -0.37 0.01 0.34 0.17
H 0.0785 1.2002 2.1139 -0.08 0.58 0.33 0.18
H 2.1665 1.6470 1.3787 0.04 0.32 0.06 0.34
H 1.7284 2.0916 -0.0832 -0.17 0.26 -0.11 0.36
O 2.4743 -1.2775 0.1245 0.50 0.23 0.92 -0.94
H 3.0049 -1.4747 0.9162 -0.12 -0.15 -0.52 0.46
H 2.1212 -0.3956 0.3321 -0.33 -0.32 -0.52 0.48
```
Forces are in eV/Å.

Properties
HOMO energy, eV: -9.1
Spin multiplicity: 1
ΔE to the lowest compared entry with this formula, charge and spin, kcal per mole: 29.5
Calculated total energy, hartree: -361.57741
E_LUMO, eV: 0.76
Structure (SMILES): NCCNCN.O

***

# 3
C8H14Br2O | ωB97M-V/def2-TZVPD

Structure (XYZ):
```
25
Properties=species:S:1:pos:R:3:forces:R:3:mulliken_spin:R:1
C -0.1916 -0.2362 0.4774 -0.66 -2.46 -1.61 -0.02
C 0.1038 0.8756 -0.4708 2.30 1.32 -1.05 0.05
C 1.1916 -1.3464 3.5935 -1.23 1.24 -0.08 0.00
C 0.7997 -0.1246 -3.9713 9.85 -1.25 -0.98 0.80
C -0.1953 0.0429 1.9486 -1.44 1.60 1.84 0.01
C -0.1529 -1.2038 2.9011 -0.23 -0.28 -2.09 0.00
C -0.7439 1.5880 -1.2023 0.04 1.22 -0.01 -0.02
C -0.4845 -0.1451 -3.8033 -10.66 -1.17 2.33 0.84
O -0.4064 2.6904 -2.0481 -0.19 -1.22 1.10 0.00
Br -1.4043 -1.6311 -2.9732 0.78 1.08 -0.48 0.09
Br -1.5774 1.1431 -4.5757 -0.12 -0.40 -0.64 0.19
H -1.2182 -0.7104 0.1460 1.83 0.73 0.82 0.00
H 1.1809 1.1421 -0.6700 -0.95 -0.30 0.60 0.02
H 1.1942 -2.1600 4.2961 0.52 -0.56 -0.09 0.00
H 1.9541 -1.2525 2.8521 0.89 -0.89 -0.40 0.00
H 1.3171 -0.4337 4.1450 0.15 0.48 0.75 0.00
H 1.5181 -0.9625 -3.9276 -0.90 0.20 -0.55 0.02
H 1.2297 0.7891 -4.2374 0.88 1.46 0.23 0.03
H 0.5936 -1.0616 0.3152 -1.10 1.00 -0.03 0.00
H -1.0848 0.7711 2.2049 1.17 -1.66 -0.48 0.00
H 0.6097 0.6633 2.3420 0.58 0.19 -0.78 0.00
H -0.3786 -2.1473 2.3183 -0.10 1.00 0.66 0.00
H -0.9300 -0.9652 3.5817 -0.76 -0.60 1.00 0.00
H -1.7752 1.3596 -1.0812 -1.04 0.15 -0.34 0.00
H -1.1495 3.3151 -2.1611 0.37 -0.88 0.30 0.00
```
Forces are in eV/Å.

Properties
HOMO energy (spin up / spin down), eV: -5.7 / -8.9
Spin multiplicity: 3
ΔE to the lowest compared entry with this formula, charge and spin, kcal per mole: 0.0
Calculated total energy, hartree: -5536.23928
E_LUMO (spin up / spin down), eV: 0.43 / -2.61

***

# 4
C33H42Li2O17S | ωB97M-V/def2-TZVPD

Structure (XYZ):
```
95
Properties=species:S:1:pos:R:3:forces:R:3:lowdin_charge:R:1
Li -7.2035 -44.3445 13.5922 -0.77 -0.21 0.56 0.73
Li -7.0993 -49.5711 15.9791 -0.38 0.78 0.39 0.77
S -7.9795 -46.3743 15.8457 4.88 0.54 0.96 0.40
O -8.2060 -45.8171 17.1938 0.24 -0.86 -1.71 -0.34
O -9.2020 -46.4086 15.1299 -2.81 -0.12 -1.58 -0.33
O -7.0099 -45.4882 15.0951 -1.57 0.20 0.13 -0.42
O -7.3583 -47.7151 15.8756 -0.56 -0.11 0.45 -0.38
C -8.2128 -46.2304 11.8647 -2.77 -0.61 -1.88 -0.15
O -8.7550 -45.2477 12.6939 -1.04 0.99 2.54 -0.24
H -9.0627 -46.5832 11.1029 2.05 0.41 1.51 0.14
H -7.8241 -47.0334 12.4287 0.27 -1.21 0.48 0.06
H -7.4135 -45.7732 11.3240 0.53 0.28 -0.69 0.07
H -9.2501 -45.5992 13.5405 1.46 0.23 -2.22 0.09
C -8.3468 -41.5466 14.2171 1.46 2.09 0.08 -0.11
O -8.0201 -42.8658 14.7327 -1.80 1.30 -3.46 -0.14
H -8.6127 -41.7933 13.2695 -1.10 -0.76 -3.08 0.02
H -7.4461 -40.7830 13.9086 -1.72 -1.89 1.79 0.14
H -9.2763 -40.9712 14.5444 1.60 -1.02 0.83 0.10
H -7.5511 -42.8367 15.5015 1.84 0.25 3.70 0.04
C -8.0575 -50.9450 18.6151 0.83 -1.90 0.78 -0.15
O -7.8622 -49.8924 17.7354 -0.49 1.72 -1.00 -0.22
H -7.3108 -50.7989 19.4428 -0.93 -0.58 -0.36 0.10
H -7.7485 -51.8394 17.9983 -0.52 0.53 1.07 0.10
H -9.1066 -51.0819 19.0178 1.11 0.39 -0.57 0.10
H -8.1140 -49.0510 18.1750 0.37 -0.29 -0.33 0.06
C -10.0471 -49.2783 21.3062 -1.09 -1.64 1.02 -0.06
C -8.8824 -48.6708 20.9623 -0.91 2.98 -3.92 -0.01
C -9.0656 -47.9205 19.7318 3.10 1.34 0.82 -0.24
C -10.2523 -47.9100 18.9895 4.50 2.23 -5.02 -0.07
C -11.3320 -48.6125 19.2582 -1.95 -2.93 4.40 -0.02
C -11.2068 -49.3242 20.4988 -1.28 -0.37 0.69 -0.24
O -12.3886 -50.0097 20.9054 0.63 0.43 -0.41 -0.01
O -7.8883 -47.1374 19.3014 -1.75 -2.30 1.53 -0.04
H -9.9836 -49.7674 22.2787 -0.75 -0.28 -0.19 0.12
H -7.9665 -48.5727 21.5196 -0.05 -0.21 0.18 0.12
H -10.0537 -47.5521 17.8563 -0.92 0.02 2.81 0.16
H -12.3204 -48.6225 18.8346 0.15 0.07 -0.76 0.13
H -12.3828 -50.5910 21.6908 0.87 0.75 -0.55 0.11
H -8.0145 -46.4978 18.5634 -0.59 -1.08 0.23 0.00
C -12.2258 -51.0470 13.4050 0.99 0.45 0.34 0.01
C -11.2706 -50.0625 13.0731 -0.61 -1.69 7.58 -0.01
C -10.4549 -49.4373 14.0585 -2.45 -1.60 1.00 -0.28
C -10.7062 -49.6992 15.4812 -1.26 -2.33 -4.80 0.01
C -11.5869 -50.7589 15.8193 -1.04 0.49 -2.40 0.00
C -12.3804 -51.4306 14.8028 0.79 1.25 -0.71 -0.28
O -13.3239 -52.3970 15.0128 -0.45 -0.54 -0.52 0.01
O -9.5497 -48.5411 13.6176 0.10 0.42 0.96 0.02
H -12.6743 -51.4178 12.4140 -0.07 -0.21 2.42 0.14
H -11.1043 -49.9658 12.1314 1.18 1.30 -5.87 0.04
H -10.1674 -49.2091 16.1975 1.27 1.25 1.86 0.04
H -11.7952 -50.9031 16.8580 -0.10 -0.44 0.48 0.09
H -13.6014 -52.7488 15.8695 0.88 0.88 0.12 0.11
H -9.5306 -47.9247 14.3791 0.87 0.39 -0.70 0.04
C -12.0365 -43.9427 18.3798 0.36 -2.31 -0.76 0.03
C -10.6151 -44.2289 18.1405 -3.61 0.59 -1.56 0.01
C -9.7131 -43.9270 19.1454 2.99 -1.28 -2.67 -0.37
C -10.0613 -43.5673 20.3717 -0.39 1.71 3.28 -0.03
C -11.4154 -43.3280 20.6546 2.48 -0.21 -0.54 -0.03
C -12.3437 -43.4982 19.6826 -2.25 1.30 -1.11 -0.34
O -13.6704 -43.0594 19.9338 -0.18 0.06 0.00 -0.03
O -8.3307 -44.0147 18.9088 -0.82 -1.75 -1.01 -0.04
H -12.9540 -44.3377 17.6264 2.90 1.62 2.06 0.17
H -10.3468 -44.5282 17.0818 -0.03 0.29 1.67 0.11
H -9.2222 -43.2822 21.0967 -1.48 -0.65 -1.00 0.15
H -11.5842 -42.8674 21.5749 -0.95 0.45 1.37 0.10
H -13.7736 -42.1366 20.2762 0.85 -1.32 -0.46 0.11
H -8.2250 -44.8516 18.2942 -0.05 3.00 1.27 0.03
C -11.7695 -42.4314 14.2735 -9.32 -7.71 3.07 0.06
C -11.3582 -43.7972 14.4196 1.74 2.92 -1.89 -0.01
C -12.1853 -44.7919 14.7996 1.15 -2.43 -0.46 -0.25
C -13.5383 -44.4776 14.9121 1.98 -3.36 0.98 -0.05
C -13.9958 -43.2440 14.7686 -3.68 3.74 0.70 -0.06
C -13.1876 -42.1557 14.5129 3.34 1.48 -1.76 -0.21
O -13.7510 -40.8458 14.4253 -1.96 -6.12 5.82 0.06
O -11.6933 -46.1511 14.8841 -8.18 2.57 -0.80 0.05
H -11.1454 -41.7833 14.0958 6.19 6.75 -2.13 -0.02
H -10.3826 -43.9700 13.9265 -0.37 -0.22 1.08 0.10
H -14.1055 -45.3155 15.2174 -1.18 -0.52 0.12 0.12
H -15.0939 -42.9654 14.9932 1.77 -0.78 -0.57 0.16
H -13.5436 -40.2587 13.8194 2.38 3.60 -4.91 0.01
H -10.8290 -46.3126 14.9889 5.04 0.29 0.82 -0.06
C -4.7776 -45.4257 17.9230 5.13 0.71 -2.27 0.06
C -4.0985 -44.9853 19.1018 -7.37 -2.09 0.32 -0.06
C -2.8346 -44.7098 19.1352 4.62 0.29 -2.73 -0.37
C -2.0948 -44.8558 17.8456 -0.49 1.59 3.68 0.03
C -2.7287 -45.2091 16.6488 1.81 -0.26 2.55 -0.06
C -4.0209 -45.5828 16.6433 -5.47 0.03 2.03 -0.24
O -4.6795 -46.1212 15.5035 4.29 -0.86 1.65 -0.01
O -2.2027 -44.2262 20.2381 1.18 0.23 1.18 0.02
H -5.7888 -45.5092 17.8878 -2.74 -0.63 0.18 0.04
H -4.7819 -44.9901 20.0394 1.37 0.36 -1.49 0.15
H -1.0505 -44.5064 18.0264 -0.66 -0.71 -1.05 0.12
H -2.0850 -45.5348 15.9155 1.19 -0.02 -2.23 0.09
H -5.4395 -45.6968 15.1502 -1.46 0.89 0.53 -0.02
H -2.4500 -44.5152 21.1574 -0.31 0.00 -1.94 0.14
```
Forces are in eV/Å.

Properties
HOMO energy, eV: -7.6
Spin multiplicity: 1
ΔE to the lowest compared entry with this formula, charge and spin, kcal per mole: 39.9
Calculated total energy, hartree: -2974.81375
E_LUMO, eV: -0.45

***

# 5
C46H72O2P3SiSr | ωB97M-V/def2-TZVPD

Structure (XYZ):
```
125
Properties=species:S:1:pos:R:3:forces:R:3:lowdin_charge:R:1
Sr -1.0509 -0.8360 -0.6336 -0.20 0.00 0.69 1.04
C 4.4003 -0.9572 -2.1414 -0.01 0.03 -0.03 -0.11
C 3.4198 -0.2899 -3.0985 -0.05 -0.01 -0.01 -0.52
C 4.0553 0.9966 -3.6253 -0.02 -0.02 0.06 -0.11
P 1.6933 -0.0992 -2.3913 0.09 -0.07 -0.09 1.05
C 0.6913 -0.1925 -3.9734 0.01 0.02 0.02 -0.54
C -0.7539 0.1576 -3.6519 -0.09 -0.02 0.02 -0.17
C 1.1217 0.5096 -5.2607 -0.01 0.02 0.05 -0.10
C 1.6197 1.5959 -1.6883 0.01 0.01 -0.03 -0.39
C 1.6300 2.7431 -2.4863 -0.07 0.01 0.04 -0.11
C 1.6376 4.0098 -1.9242 0.02 -0.02 -0.01 -0.08
C 1.6783 4.1396 -0.5436 0.00 -0.02 0.01 -0.07
C 1.6744 3.0082 0.2576 0.04 0.02 -0.01 -0.12
C 1.6183 1.7142 -0.2739 0.05 -0.04 0.02 -0.32
Si 1.2423 0.1985 0.8558 0.04 0.17 0.01 0.56
C 1.0378 0.8188 2.6728 -0.11 -0.09 -0.06 -0.31
C 2.1465 1.1385 3.4620 0.02 -0.01 0.00 -0.10
C 2.0601 1.3463 4.8299 0.01 -0.01 -0.03 -0.07
C 0.8354 1.2214 5.4625 -0.03 0.00 -0.01 -0.07
C -0.2911 0.9336 4.7088 0.05 -0.01 0.02 -0.11
C -0.2148 0.7451 3.3268 -0.02 0.09 -0.03 -0.39
P -1.7803 0.5458 2.3695 0.05 -0.03 0.15 1.04
C -2.4071 2.3107 2.3662 -0.01 -0.02 -0.01 -0.54
C -2.8398 2.9079 3.7021 0.05 0.00 -0.05 -0.09
C -1.3572 3.2042 1.7128 -0.04 -0.02 -0.03 -0.13
C -2.9620 -0.2604 3.5659 0.03 0.06 -0.05 -0.57
C -2.5171 -1.6539 3.9943 0.02 0.03 -0.04 -0.11
C -4.3500 -0.3042 2.9295 0.02 -0.03 -0.01 -0.12
C 2.8630 -0.8234 0.8927 -0.07 -0.03 0.08 -0.31
C 4.1035 -0.1989 1.0619 0.03 -0.06 0.05 -0.13
C 5.2878 -0.9122 1.1401 -0.02 0.01 0.01 -0.08
C 5.2647 -2.2942 1.0175 0.00 0.02 -0.01 -0.07
C 4.0554 -2.9407 0.8284 -0.01 0.00 -0.01 -0.11
C 2.8547 -2.2263 0.7700 0.01 -0.05 0.04 -0.39
P 1.2640 -3.1266 0.6032 0.09 0.01 0.05 1.04
C 1.0637 -3.8239 2.3261 -0.01 -0.02 0.00 -0.54
C 2.2400 -4.5537 2.9743 0.00 0.08 0.01 -0.10
C 0.6710 -2.6481 3.2240 -0.03 -0.02 -0.02 -0.14
C 1.5253 -4.5774 -0.5560 -0.07 0.01 -0.01 -0.55
C 2.1946 -4.0775 -1.8375 -0.01 -0.01 0.03 -0.13
C 2.1434 -5.8959 -0.0961 0.03 0.03 0.02 -0.11
H 5.2817 -1.2868 -2.6950 0.02 -0.01 -0.01 0.09
H 3.9724 -1.8133 -1.6268 0.01 0.00 -0.01 0.04
H 4.7335 -0.2491 -1.3846 -0.02 -0.03 -0.06 0.07
H 3.2393 -0.9727 -3.9389 0.02 0.00 0.02 0.10
H 4.1914 1.7102 -2.8118 0.02 0.01 0.00 0.08
H 3.4813 1.4866 -4.4061 -0.06 0.03 -0.04 0.05
H 5.0427 0.7667 -4.0305 0.01 -0.01 -0.02 0.09
H 0.7430 -1.2719 -4.1725 0.00 0.02 0.00 0.10
H -0.8256 1.1605 -3.2252 -0.04 0.01 0.01 0.07
H -1.2369 -0.5573 -2.9735 0.10 0.05 -0.36 -0.01
H -1.3858 0.1285 -4.5409 0.05 0.06 -0.05 0.09
H 1.0562 1.5940 -5.1823 0.00 0.02 -0.01 0.07
H 0.4542 0.2068 -6.0704 0.00 -0.01 -0.02 0.08
H 2.1328 0.2461 -5.5586 0.05 -0.01 0.00 0.07
H 1.6437 2.6529 -3.5626 0.00 0.00 -0.02 0.08
H 1.6379 4.8856 -2.5594 0.00 0.02 -0.02 0.11
H 1.7113 5.1224 -0.0908 0.00 0.03 0.01 0.11
H 1.6968 3.1296 1.3340 0.00 0.01 0.03 0.09
H 3.1211 1.2062 2.9992 0.05 0.00 -0.01 0.09
H 2.9477 1.5872 5.3995 0.03 0.00 0.02 0.11
H 0.7522 1.3547 6.5329 -0.01 0.00 0.02 0.11
H -1.2387 0.8552 5.2230 -0.04 0.01 0.00 0.09
H -3.2802 2.2864 1.7114 0.01 -0.04 0.04 0.05
H -2.0011 2.9813 4.3937 0.03 -0.02 0.03 0.07
H -3.6421 2.3522 4.1834 -0.05 -0.04 0.02 0.07
H -3.2092 3.9212 3.5318 0.00 0.03 0.00 0.09
H -0.5174 3.3675 2.3892 0.03 -0.03 0.01 0.08
H -1.7874 4.1783 1.4708 0.01 0.02 0.02 0.08
H -0.9598 2.7711 0.7923 0.00 0.02 -0.03 0.05
H -3.0227 0.3585 4.4610 -0.04 0.03 0.02 0.08
H -2.2697 -2.2734 3.1279 -0.05 -0.02 0.03 0.04
H -3.3165 -2.1499 4.5471 -0.01 -0.01 0.03 0.09
H -1.6338 -1.6193 4.6301 0.01 0.00 -0.02 0.07
H -4.3443 -0.9079 2.0165 0.01 0.00 -0.01 0.06
H -4.7161 0.6892 2.6708 -0.02 0.03 0.00 0.06
H -5.0677 -0.7501 3.6195 -0.02 -0.02 0.01 0.09
H 4.1447 0.8838 1.1108 0.00 0.03 0.00 0.10
H 6.2274 -0.3932 1.2778 0.02 0.01 0.00 0.11
H 6.1823 -2.8650 1.0661 0.02 -0.01 0.00 0.11
H 4.0497 -4.0177 0.7336 0.00 -0.01 0.01 0.09
H 0.2168 -4.5250 2.2688 0.00 0.01 -0.07 0.10
H 3.0715 -3.8653 3.1255 0.01 0.00 -0.01 0.08
H 2.6005 -5.4044 2.4060 0.01 -0.04 -0.03 0.05
H 1.9341 -4.9137 3.9588 0.00 -0.02 0.02 0.09
H 1.5369 -2.0118 3.4146 0.03 0.04 -0.02 0.09
H 0.3004 -3.0051 4.1858 0.00 -0.01 0.02 0.09
H -0.0912 -2.0129 2.7679 0.01 -0.01 0.03 0.02
H 0.4806 -4.8149 -0.8052 0.01 0.00 0.00 0.08
H 3.2585 -3.9054 -1.6738 0.01 0.00 0.00 0.07
H 1.7669 -3.1301 -2.1804 0.00 0.02 -0.02 0.04
H 2.0994 -4.8202 -2.6316 -0.01 -0.01 -0.03 0.09
H 3.1970 -5.7995 0.1631 0.01 0.00 0.01 0.07
H 2.0795 -6.6187 -0.9127 0.00 -0.01 0.00 0.08
H 1.6166 -6.3196 0.7568 -0.01 -0.01 0.02 0.07
C -3.4117 4.7642 -3.6749 0.00 0.00 0.03 -0.05
C -2.5110 4.0324 -2.6754 0.05 0.03 0.03 -0.38
C -2.0997 4.9662 -1.5441 0.05 -0.05 -0.01 -0.07
C -3.1712 2.7509 -2.2068 -0.01 -0.04 -0.03 -0.19
C -3.6081 2.5348 -0.9058 -0.02 0.05 -0.06 -0.02
C -4.2344 1.3443 -0.5423 0.05 -0.03 0.00 -0.05
C -4.4119 0.3123 -1.4553 0.08 -0.01 -0.01 -0.29
C -5.1097 -0.9704 -1.0848 0.02 -0.02 0.04 -0.04
C -3.9534 0.5236 -2.7562 -0.07 -0.10 -0.15 -0.06
C -3.3741 1.7219 -3.1267 0.02 0.00 0.06 -0.06
H -2.8980 5.6331 -4.0859 0.01 0.02 -0.01 0.08
H -4.3199 5.1110 -3.1790 -0.03 0.00 0.01 0.09
H -3.7086 4.1229 -4.5039 0.00 -0.01 -0.02 0.07
H -1.5929 3.7337 -3.1985 -0.03 0.01 -0.04 0.13
H -2.9665 5.3181 -0.9808 -0.02 0.01 0.01 0.09
H -1.6026 5.8450 -1.9547 0.02 0.01 -0.01 0.09
H -1.4061 4.4811 -0.8548 -0.02 0.03 -0.02 0.05
H -3.4849 3.3115 -0.1641 0.01 0.02 0.01 0.10
H -4.6142 1.2263 0.4641 0.00 -0.02 0.02 0.09
H -5.8647 -1.2283 -1.8268 -0.02 -0.01 0.00 0.09
H -5.6032 -0.8859 -0.1177 0.00 0.00 0.01 0.07
H -4.4159 -1.8163 -1.0356 0.00 0.00 -0.01 0.07
H -4.0841 -0.2520 -3.5035 -0.04 -0.03 0.01 0.13
H -3.0542 1.8596 -4.1520 -0.01 0.02 -0.03 0.12
O -2.0944 -3.1067 0.5686 -0.09 0.14 -0.08 -0.13
H -1.2882 -3.3187 1.0643 0.07 0.00 0.04 0.00
H -2.8408 -3.2796 1.1510 -0.06 0.00 0.11 0.07
O -1.4025 -2.9335 -2.0069 0.06 -0.07 -0.34 -0.16
H -0.7271 -3.4323 -2.4788 0.02 -0.01 -0.07 0.06
H -1.7710 -3.5306 -1.3415 -0.02 -0.09 0.08 0.03
```
Forces are in eV/Å.

Properties
HOMO energy, eV: -8.6
Spin multiplicity: 1
ΔE to the lowest compared entry with this formula, charge and spin, kcal per mole: 0.0
Calculated total energy, hartree: -3290.66424
E_LUMO, eV: -2.25
Total charge: +1